{
  "formula": "C27H76InO12S9",
  "method": "the ωB97M-V functional and the def2-TZVPD basis",
  "elements": ["In", "S", "S", "S", "S", "S", "S", "S", "S", "S", "O", "O", "O", "O", "O", "O", "O", "O", "O", "O", "O", "O", "C", "C", "C", "C", "C", "C", "C", "C", "C", "C", "C", "C", "C", "C", "C", "C", "C", "C", "C", "C", "C", "C", "C", "C", "C", "C", "C", "H", "H", "H", "H", "H", "H", "H", "H", "H", "H", "H", "H", "H", "H", "H", "H", "H", "H", "H", "H", "H", "H", "H", "H", "H", "H", "H", "H", "H", "H", "H", "H", "H", "H", "H", "H", "H", "H", "H", "H", "H", "H", "H", "H", "H", "H", "H", "H", "H", "H", "H", "H", "H", "H", "H", "H", "H", "H", "H", "H", "H", "H", "H", "H", "H", "H", "H", "H", "H", "H", "H", "H", "H", "H", "H", "H"],
  "coordinates": [[1.66903, -0.84427, 2.54829], [3.16994, 0.86438, 7.31056], [-0.51703, -3.62156, -0.25525], [-3.62847, -1.53435, -3.97863], [-0.56864, 5.76323, 1.23331], [4.67200, 7.02442, 1.23765], [-8.88687, -2.07181, -3.81842], [-1.60431, -8.66420, 2.03387], [3.76090, 2.87108, -5.02353], [3.77797, -3.17410, -3.43393], [3.36460, -4.28229, -2.53002], [-0.37391, 5.40076, -0.19900], [2.03439, -0.06275, 7.10413], [-1.51984, -4.15528, 0.71568], [1.15970, -0.04767, 0.66638], [3.56068, 1.83085, -3.98450], [-8.81233, -0.66702, -4.29477], [2.60090, 2.16323, 1.27283], [-1.11683, -9.14615, 0.71110], [-2.88750, 0.15768, 2.24032], [3.79970, 6.74096, 2.40555], [-3.37341, -1.81579, -2.54520], [2.96658, -3.49233, -5.00882], [-1.01479, -4.27041, -1.85751], [0.05462, 1.55293, 3.65514], [3.72541, 6.61086, -0.23466], [-3.81077, -3.13696, -4.77867], [-9.10989, -2.00798, -2.03856], [4.38355, -0.05214, 8.27916], [2.63572, 4.21423, -4.62391], [0.09300, 7.42930, 1.37031], [-1.97794, 2.43403, 2.30049], [0.72451, 4.96582, 2.17487], [0.12504, 0.03255, 3.85293], [1.92828, 2.67486, -0.99402], [-2.08499, -0.49986, 1.27083], [-1.36080, 2.16245, 3.68507], [-1.22719, -6.92086, 2.14925], [2.16670, 0.27849, -0.20528], [-0.38943, -9.21021, 3.24293], [0.95616, -4.62222, -0.09514], [2.69731, 1.72843, -0.08889], [-3.14092, 1.51143, 1.94039], [5.81610, 5.64493, 1.09543], [-5.35851, -1.07241, -4.09232], [-10.53983, -2.66067, -4.20691], [2.79425, -1.74773, -2.99493], [4.14610, 0.91710, 5.80479], [2.87511, 2.30227, -6.48209], [3.40844, -4.39342, -5.42944], [-4.53446, -3.73044, -4.22026], [3.56535, 1.40939, 5.02719], [0.68677, -5.67810, -0.15343], [-0.63272, -8.78501, 4.21653], [4.37495, 6.67862, -1.10780], [3.94200, -0.24092, 9.25561], [0.55174, 3.89309, 2.13464], [-5.66607, -1.00962, -5.13605], [-10.61617, -2.71564, -5.29069], [2.64733, 4.95182, -5.42649], [-0.56198, 8.10341, 0.82228], [-10.68282, -3.65086, -3.77458], [1.08379, 7.40429, 0.92122], [0.65899, 2.03173, 4.43493], [3.11484, -1.40947, -2.01369], [3.31204, 5.60676, -0.13414], [0.90268, 2.76306, -0.63443], [1.95089, 2.29696, -2.01558], [2.89507, 3.07722, -7.24850], [-2.53533, -0.42800, 0.27328], [1.63599, 3.80876, -4.47095], [-8.18997, -1.61320, -1.61166], [-1.94070, -3.76088, -2.12067], [-1.34777, 3.09936, 4.25206], [1.67497, -2.62494, 2.48742], [-9.28830, -3.01376, -1.65875], [-0.83171, -0.42743, 3.59838], [5.05425, 1.48321, 6.01965], [3.43635, 2.55775, 1.53130], [-0.23560, -4.04501, -2.58828], [1.90185, -3.64562, -4.83235], [-1.46361, -6.56817, 3.15329], [-2.36711, 3.45713, 2.25986], [6.38237, 5.73738, 0.16893], [-0.43523, -10.29647, 3.28870], [-5.47533, -0.10047, -3.61832], [1.74277, -2.03543, -2.95710], [0.35927, -0.20910, 4.89035], [1.40219, -4.37912, 0.86863], [2.96155, -0.94785, -3.71822], [4.37637, -0.09416, 5.47105], [0.52104, 1.83725, 2.70734], [5.25221, 4.71251, 1.11591], [-1.83198, -6.37649, 1.42725], [-4.04159, 1.79658, 2.49069], [3.13225, -2.64778, -5.67811], [-4.13071, -2.99748, -5.81159], [5.29143, 0.54144, 8.38996], [0.16011, 7.72917, 2.41591], [3.75309, 1.71728, -0.38858], [-2.02486, -1.54804, 1.55660], [4.59268, -0.99553, 7.77513], [3.03267, -0.40993, -0.13686], [0.67984, 5.31445, 3.20715], [-3.35718, 1.61550, 0.86778], [-2.01430, 1.47916, 4.23259], [0.59962, -8.88929, 2.91684], [1.85164, 2.05610, -6.20005], [1.79878, 0.20187, -1.24564], [1.69084, 5.20333, 1.73398], [-1.16796, -5.34746, -1.77730], [-5.94971, -1.81688, -3.55981], [3.29098, -0.23243, 3.00410], [-1.21284, 2.36143, 1.52146], [2.91888, 7.33464, -0.32566], [2.37437, 3.67408, -0.97714], [3.38795, 1.41308, -6.84327], [-11.27055, -1.95302, -3.81615], [2.98855, 4.66226, -3.69716], [6.49002, 5.69113, 1.94831], [-1.07026, -0.08807, 1.23320], [1.64617, -4.36282, -0.90101], [-2.83686, -3.62238, -4.75467], [-9.94330, -1.34515, -1.80755], [-0.17297, -6.76054, 1.92621]],
  "forces_ev_per_angstrom": [[0.0193, -0.0236, 0.6607], [0.0458, 0.0724, 0.0271], [-0.0554, 0.0883, 0.0904], [-0.0539, -0.0171, 0.0187], [-0.1081, 0.0378, -0.0039], [0.0297, -0.0456, -0.1495], [0.0347, -0.0755, 0.0152], [-0.0275, 0.0158, 0.0403], [-0.0439, 0.0287, 0.0072], [-0.0341, 0.0225, -0.0046], [-0.0104, -0.0670, -0.0257], [0.0358, -0.0296, -0.0942], [-0.0696, -0.0590, 0.0179], [-0.0384, -0.0744, -0.0185], [0.1012, 0.0925, -0.0395], [0.0725, -0.1382, -0.0218], [-0.0008, 0.0587, -0.0429], [0.0308, 0.2491, -0.0787], [0.0156, -0.0190, -0.0465], [-0.4301, -0.0405, -0.0371], [-0.0619, 0.0168, 0.0446], [0.0717, -0.0243, 0.0475], [0.0174, 0.0123, -0.0588], [-0.0214, 0.0324, -0.0772], [-0.0114, 0.0483, 0.0321], [0.0022, 0.0106, -0.0337], [0.0081, -0.0060, -0.0658], [0.0095, 0.0031, 0.0245], [0.0632, 0.0258, 0.0048], [-0.0140, 0.0015, 0.0204], [0.0580, 0.0181, 0.1301], [-0.0634, 0.0446, 0.0093], [0.0131, -0.0496, -0.0295], [0.1821, -0.0723, -0.3405], [0.0715, 0.0490, 0.2861], [0.2820, 0.1275, 0.0167], [-0.0926, 0.0466, 0.0966], [-0.0085, 0.0068, -0.0019], [-0.1442, -0.0664, -0.1371], [0.0061, -0.0055, 0.0429], [0.1075, -0.0244, -0.0288], [0.0082, -0.1157, 0.0234], [0.2943, -0.1435, -0.1111], [0.0346, -0.0193, 0.0533], [-0.0662, 0.0537, -0.0721], [-0.0312, -0.0165, 0.0144], [0.0146, 0.0528, -0.0581], [0.0052, -0.0308, -0.0140], [-0.0148, 0.0320, -0.0409], [-0.0009, -0.0033, 0.0062], [0.0002, 0.0098, 0.0171], [-0.0611, -0.0149, 0.0322], [-0.0372, 0.0102, 0.0030], [0.0102, -0.0054, 0.0037], [0.0038, -0.0050, -0.0012], [-0.0134, 0.0051, -0.0051], [0.0052, -0.0463, 0.0018], [-0.0206, 0.0154, 0.0116], [0.0064, 0.0039, -0.0020], [-0.0006, 0.0049, 0.0067], [-0.0167, -0.0369, -0.0165], [-0.0059, -0.0001, -0.0053], [0.0210, 0.0963, 0.0247], [0.0401, -0.0003, -0.0064], [0.0095, -0.0510, 0.0217], [-0.0142, 0.0074, 0.0160], [-0.0665, -0.0082, -0.1004], [-0.0583, 0.0586, -0.0472], [-0.0079, -0.0058, -0.0060], [-0.0520, 0.0014, -0.0071], [0.0006, -0.0058, 0.0095], [0.0043, -0.0010, -0.0002], [0.0048, 0.0053, 0.0009], [0.0214, 0.0405, -0.0153], [-0.0101, 0.0450, -0.2077], [0.0073, 0.0026, 0.0070], [0.0166, 0.0008, 0.1008], [0.0039, 0.0098, -0.0489], [0.0121, -0.1257, 0.0622], [-0.0081, -0.0078, -0.0052], [0.0014, 0.0005, 0.0207], [-0.0050, 0.0133, -0.0033], [0.0204, 0.0268, -0.1036], [0.0072, -0.0052, 0.0044], [-0.0040, 0.0002, -0.0087], [0.0171, -0.0013, 0.0068], [0.0011, 0.0028, 0.0176], [-0.1122, -0.0308, 0.0478], [-0.0171, 0.0385, -0.0071], [0.0027, 0.0268, 0.0306], [-0.0369, -0.0106, 0.0081], [0.0218, 0.0234, -0.0234], [-0.0191, 0.0079, -0.0069], [0.0198, 0.0228, -0.0016], [0.0355, -0.0609, 0.1217], [-0.0057, -0.0072, -0.0057], [0.0035, -0.0114, 0.0008], [0.0050, -0.0116, 0.0066], [-0.0079, 0.0024, -0.0054], [0.0082, 0.0268, -0.0530], [-0.0207, -0.0251, 0.0076], [-0.0149, -0.0011, -0.0071], [0.0506, 0.0383, 0.1167], [-0.0072, -0.0195, 0.0009], [-0.1099, 0.0305, -0.0111], [-0.0234, 0.0382, 0.0630], [-0.0042, 0.0052, -0.0137], [0.0055, -0.0065, 0.0143], [0.0613, -0.0914, -0.0302], [0.0276, 0.0210, 0.0309], [0.0158, 0.0015, 0.0291], [0.0306, -0.0215, 0.0022], [0.0576, -0.0677, -0.1806], [0.0559, -0.0428, 0.0379], [-0.0011, 0.0044, -0.0089], [-0.0520, 0.0518, -0.0233], [0.0076, 0.0022, 0.0078], [0.0062, 0.0087, -0.0019], [-0.0064, -0.0039, 0.0071], [-0.0031, -0.0043, 0.0045], [-0.0928, -0.0365, -0.0972], [0.0420, -0.0158, 0.0601], [0.0011, 0.0019, 0.0077], [0.0034, 0.0080, -0.0080], [0.0077, -0.0125, 0.0038]],
  "relative_energy_kcal_mol": 0.0,
  "largest_force_ha_per_bohr": 0.0129,
  "homo_lumo_gap_ev": 5.78,
  "molar_mass_g_mol": 996.3,
  "total_charge": -1,
  "spin_multiplicity": 1,
  "e_homo_ev": -4.155,
  "e_lumo_ev": 1.6
}